Here is C45H61CsI2O4P2SSi as an isolated structure at a distorted geometry from the Open Molecules 2025 dataset. Energies are from ωB97M-V/def2-TZVPD.

```
117
Properties=species:S:1:pos:R:3:mulliken_charge:R:1
Cs -2.251 2.110 -0.320 2.50
C -2.562 0.555 2.958 -1.31
Si -1.753 -0.568 1.635 0.29
C 0.079 -0.486 2.282 -0.80
C 0.295 -1.163 3.477 0.21
C 1.542 -1.263 4.064 -1.09
C 2.640 -0.789 3.370 -1.36
C 2.455 -0.126 2.173 0.33
C 1.182 0.120 1.656 0.24
P 0.935 1.503 0.433 0.38
C 2.399 2.592 1.004 -0.07
C 3.834 2.408 0.486 -1.09
C 4.795 3.142 1.428 -1.07
C 4.247 4.533 1.790 -0.75
C 3.217 4.988 0.759 -0.90
C 1.996 4.062 0.785 -0.29
C 1.625 0.870 -1.200 0.92
C 0.741 -0.161 -1.904 -0.13
C -0.459 0.432 -2.639 1.25
C -0.066 1.542 -3.600 -1.45
C 0.703 2.609 -2.840 -0.02
C 1.937 2.007 -2.180 -1.15
C -2.125 -2.428 1.898 0.20
C -3.283 -2.805 2.562 -0.41
C -3.606 -4.130 2.787 -0.91
C -2.751 -5.126 2.351 -0.91
C -1.609 -4.780 1.657 -0.14
C -1.293 -3.445 1.421 -0.08
P 0.149 -2.958 0.399 0.03
C 1.461 -4.232 0.882 0.13
C 1.703 -4.162 2.385 -0.35
C 2.816 -5.121 2.814 -1.16
C 4.032 -5.045 1.875 -0.80
C 3.967 -3.798 1.000 -0.64
C 2.734 -3.856 0.100 -0.51
C -0.388 -3.639 -1.285 0.69
C -0.495 -5.140 -1.534 -0.76
C -0.592 -5.393 -3.048 -0.97
C -1.388 -4.289 -3.760 -0.73
C -2.425 -3.708 -2.805 -1.13
C -1.746 -3.010 -1.621 0.38
H -2.140 0.390 3.944 0.35
H -3.633 0.388 3.007 0.31
H -2.406 1.600 2.710 0.30
H -0.555 -1.612 3.974 0.28
H 1.664 -1.738 5.030 0.31
H 3.637 -0.916 3.774 0.31
H 3.334 0.208 1.646 0.39
H 2.434 2.405 2.087 0.82
H 3.942 2.832 -0.511 0.43
H 4.141 1.364 0.411 0.60
H 5.773 3.238 0.943 0.46
H 4.940 2.558 2.342 0.26
H 5.066 5.255 1.848 0.46
H 3.768 4.508 2.771 0.30
H 3.677 4.993 -0.232 0.31
H 2.902 6.012 0.967 0.49
H 1.428 4.167 -0.140 -0.23
H 1.332 4.367 1.595 0.40
H 2.560 0.356 -0.921 0.71
H 0.389 -0.880 -1.163 -1.23
H 1.365 -0.703 -2.626 0.78
H -1.156 0.848 -1.918 -2.33
H -0.973 -0.364 -3.185 0.51
H -0.965 1.977 -4.041 0.53
H 0.557 1.138 -4.407 0.45
H 0.056 3.061 -2.090 -0.40
H 1.020 3.398 -3.528 0.48
H 2.479 2.807 -1.685 -0.03
H 2.578 1.590 -2.967 0.50
H -3.966 -2.039 2.891 0.40
H -4.524 -4.396 3.294 0.37
H -2.982 -6.170 2.527 0.41
H -0.966 -5.566 1.288 0.35
H 1.169 -5.258 0.637 1.03
H 0.782 -4.418 2.918 0.70
H 1.965 -3.140 2.657 -0.48
H 2.429 -6.143 2.826 0.38
H 3.113 -4.873 3.836 0.45
H 4.059 -5.919 1.217 0.32
H 4.958 -5.043 2.453 0.43
H 4.866 -3.720 0.384 0.55
H 3.926 -2.909 1.630 -0.06
H 2.904 -4.579 -0.703 0.25
H 2.595 -2.878 -0.370 -0.04
H 0.377 -3.244 -1.967 0.78
H -1.390 -5.515 -1.036 0.30
H 0.363 -5.695 -1.153 0.17
H -1.075 -6.361 -3.216 0.46
H 0.415 -5.453 -3.474 0.32
H -1.880 -4.698 -4.647 0.46
H -0.718 -3.493 -4.094 0.30
H -3.052 -4.527 -2.448 0.40
H -3.075 -3.003 -3.325 0.54
H -2.400 -3.070 -0.748 -0.19
H -1.619 -1.952 -1.834 -0.66
I -7.170 1.840 -1.199 -0.04
C -5.204 2.405 -1.826 1.05
I -4.515 1.264 -3.483 0.05
H -4.533 2.194 -1.008 -1.05
H -5.176 3.464 -2.107 -0.29
O -1.507 4.377 -1.118 -0.80
C -2.641 4.812 -0.825 0.61
O -3.497 4.140 -0.200 -0.87
C -3.000 6.221 -1.193 -0.33
C -2.441 7.264 -0.482 -0.33
C -2.774 8.583 -0.762 -0.59
C -3.655 8.851 -1.799 -0.40
C -4.201 7.821 -2.529 -0.57
C -3.903 6.484 -2.238 0.42
S -4.619 5.266 -3.203 -0.59
H -1.729 7.033 0.302 0.35
H -2.346 9.397 -0.187 0.32
H -3.914 9.877 -2.046 0.31
H -4.871 8.035 -3.351 0.33
O -1.511 -0.140 0.041 0.04
O -2.973 -0.229 0.336 -0.67
```

Values from the calculation:
Total charge: -2
LUMO energy in eV: 3.5
Frontier orbital gap in eV: 4.504
Energy above the lowest of the compared OMol25 structures with the same formula, charge and spin in kJ/mol: 271.5
Highest occupied orbital energy in eV: -1.0